(1)
Density functional theory data (wB97M-V/def2-TZVPD) for a 4-piece molecular cluster, C2H12O4 overall at a distorted geometry.

The geometry in XYZ format:
```
18
Properties=species:S:1:pos:R:3
C -0.7386 1.1384 1.1412
O -1.1668 -0.0138 0.3393
C -0.8079 0.7666 2.5842
H -1.4696 1.8663 0.7946
H 0.2231 1.5397 0.8594
H -0.6409 -0.7214 0.7351
H -1.7842 0.5807 2.9612
H -0.4195 1.5887 3.1856
H -0.1544 -0.0776 2.8316
H 3.2633 -0.9206 -0.0803
H 1.9434 -0.3566 -0.7017
O 2.3217 -1.0728 -0.1861
H 1.4810 -3.4819 -2.7756
H 0.7725 -2.6926 -1.7332
O 0.8786 -2.7330 -2.6925
H -0.7115 1.3845 -1.8666
H -1.4067 1.6173 -3.1729
O -1.5835 1.5880 -2.2233
```

Kohn-Sham gap   10.8 eV
Total charge   0
Relative energy (zero: lowest compared OMol25 entry of this formula, charge and spin)   96.4 kJ/mol
HOMO level   -10.40 eV
SMILES   CCO.O.O.O
LUMO energy   0.0157 Ha


(2)
Density functional theory data (wB97M-V/def2-TZVPD) for C19H23N3O2S2 in the gas phase.

The geometry in XYZ format:
```
49
Properties=species:S:1:pos:R:3
C -3.1357 -3.8217 -0.9544
C -3.5903 -2.8275 0.0985
C -5.0243 -3.0636 0.5397
H -5.3281 -2.3202 1.2725
H -5.6971 -3.0022 -0.3126
H -5.1142 -4.0520 0.9856
H -2.9097 -2.8462 0.9514
S -3.4713 -1.1081 -0.5685
C -1.7739 -0.7893 -0.3773
N -1.0024 -1.7337 0.1334
C 0.2757 -1.4059 0.2390
C 0.8261 -0.1694 -0.1354
C -0.1212 0.7669 -0.6214
N -1.3953 0.4264 -0.7488
N 0.2212 2.0238 -1.0021
H 1.0772 2.3907 -0.6195
C -0.8293 2.9783 -1.2918
C -1.7173 3.2192 -0.1092
C -1.4362 3.3496 1.2201
C -2.6840 3.5008 1.8730
C -3.6231 3.4518 0.8915
O -3.0461 3.2816 -0.3078
H -4.6920 3.5231 0.9167
H -2.8493 3.6259 2.9234
H -0.4693 3.3367 1.6820
H -0.3559 3.9040 -1.6312
H -1.4514 2.5739 -2.0943
C 2.2380 -0.1293 0.0823
C 2.7049 -1.2809 0.6250
S 1.4743 -2.4914 0.8798
C 4.1392 -1.5224 0.9527
O 4.9047 -0.3463 0.8468
C 4.6309 0.4601 -0.2965
C 5.6204 1.6223 -0.2064
H 6.6345 1.2499 -0.3181
H 5.5378 2.0981 0.7669
H 5.4196 2.3537 -0.9844
C 4.8474 -0.3128 -1.6032
H 4.8626 0.3793 -2.4409
H 5.7999 -0.8362 -1.5663
H 4.0527 -1.0365 -1.7683
C 3.1816 0.9905 -0.2345
H 2.9296 1.4435 -1.1956
H 3.1187 1.7554 0.5467
H 4.2505 -1.8536 1.9902
H 4.5443 -2.3166 0.3029
H -2.1024 -3.6277 -1.2302
H -3.7604 -3.7484 -1.8420
H -3.2032 -4.8337 -0.5596
```

Kohn-Sham gap   8.3 eV
Total charge   0
Relative energy (zero: lowest compared OMol25 entry of this formula, charge and spin)   150.4 kJ/mol
HOMO level   -7.76 eV
SMILES   CC(C)Sc1nc(NCc2ccco2)c2c3c(sc2n1)COC(C)(C)C3
LUMO energy   0.0197 Ha


(3)
Density functional theory data (wB97M-V/def2-TZVPD) for C4H8O8Tl as an isolated structure at a distorted geometry.

The geometry in XYZ format:
```
21
Properties=species:S:1:pos:R:3
Tl 12.5611 11.7783 7.2264
O 9.5841 12.4925 9.2069
C 10.7161 13.1103 9.1775
O 10.7643 14.3039 9.4679
O 11.6912 12.4573 8.7691
H 9.1184 13.2773 9.5049
O 12.8329 14.5862 4.4658
C 12.9685 13.3144 4.6436
O 13.2060 12.5765 3.6731
O 12.8587 12.7893 5.8114
H 13.0638 14.7352 3.5459
C 12.6191 8.9616 6.1076
C 13.7626 9.6062 5.3432
O 13.2661 10.8975 5.0574
O 12.2102 9.6392 7.2572
H 13.0750 7.9866 6.2793
H 11.7773 8.8097 5.4319
H 14.0372 9.2413 4.3536
H 14.6587 9.5987 5.9638
H 12.6859 10.8863 4.2927
H 11.6476 8.9963 7.6953
```

Kohn-Sham gap   7.4 eV
Total charge   +1
Relative energy (zero: lowest compared OMol25 entry of this formula, charge and spin)   39.6 kJ/mol
HOMO level   -13.54 eV
LUMO energy   -0.2270 Ha


(4)
Density functional theory data (wB97M-V/def2-TZVPD) for C6H20N3O3PRb as an isolated structure at a distorted geometry.

The geometry in XYZ format:
```
34
Properties=species:S:1:pos:R:3
Rb -4.0107 -0.7608 0.0565
O -3.7797 -3.0515 -1.6188
H -2.8515 -3.0202 -1.3156
O -6.0627 -2.3367 1.1237
H -5.7135 -2.9830 1.7678
O -1.3802 -0.1545 0.5960
P -0.0409 0.2662 0.2852
N 0.0388 1.8701 -0.2486
C -1.0553 2.1651 -1.1908
C 1.2765 2.7414 -0.3932
N 0.7103 -0.5700 -1.0359
C 2.1065 -0.4436 -1.4595
C 0.1731 -1.8630 -1.4554
N 1.1133 0.1621 1.5414
C 1.0669 1.2342 2.5071
C 1.6806 -1.1820 1.8626
H -1.1854 3.2466 -1.2307
H -1.9985 1.8117 -0.7741
H -0.8287 1.7235 -2.1612
H 2.1773 2.3335 0.0654
H 1.0277 3.7764 -0.1586
H 1.5459 2.7188 -1.4492
H 2.2443 -0.8103 -2.4766
H 2.4912 0.5749 -1.4054
H 2.7413 -1.0523 -0.8156
H -0.8354 -1.6381 -1.8026
H 0.7063 -2.3458 -2.2744
H 0.0879 -2.4876 -0.5661
H 0.7406 2.1960 2.1114
H 0.2242 1.0216 3.1650
H 2.0014 1.3568 3.0546
H 1.6806 -1.3852 2.9334
H 2.7141 -1.1771 1.5163
H 1.1937 -1.9374 1.2457
```

Spin multiplicity   2
Kohn-Sham gap (alpha / beta)   8.8 / 4.5 eV
Total charge   0
HOMO level (alpha / beta)   -8.86 / -6.32 eV
LUMO energy (alpha / beta)   -0.0009 / -0.0686 Ha


Please write out number 2 again, unchanged.
Density functional theory data (wB97M-V/def2-TZVPD) for C19H23N3O2S2 in the gas phase.

The geometry in XYZ format:
```
49
Properties=species:S:1:pos:R:3
C -3.1357 -3.8217 -0.9544
C -3.5903 -2.8275 0.0985
C -5.0243 -3.0636 0.5397
H -5.3281 -2.3202 1.2725
H -5.6971 -3.0022 -0.3126
H -5.1142 -4.0520 0.9856
H -2.9097 -2.8462 0.9514
S -3.4713 -1.1081 -0.5685
C -1.7739 -0.7893 -0.3773
N -1.0024 -1.7337 0.1334
C 0.2757 -1.4059 0.2390
C 0.8261 -0.1694 -0.1354
C -0.1212 0.7669 -0.6214
N -1.3953 0.4264 -0.7488
N 0.2212 2.0238 -1.0021
H 1.0772 2.3907 -0.6195
C -0.8293 2.9783 -1.2918
C -1.7173 3.2192 -0.1092
C -1.4362 3.3496 1.2201
C -2.6840 3.5008 1.8730
C -3.6231 3.4518 0.8915
O -3.0461 3.2816 -0.3078
H -4.6920 3.5231 0.9167
H -2.8493 3.6259 2.9234
H -0.4693 3.3367 1.6820
H -0.3559 3.9040 -1.6312
H -1.4514 2.5739 -2.0943
C 2.2380 -0.1293 0.0823
C 2.7049 -1.2809 0.6250
S 1.4743 -2.4914 0.8798
C 4.1392 -1.5224 0.9527
O 4.9047 -0.3463 0.8468
C 4.6309 0.4601 -0.2965
C 5.6204 1.6223 -0.2064
H 6.6345 1.2499 -0.3181
H 5.5378 2.0981 0.7669
H 5.4196 2.3537 -0.9844
C 4.8474 -0.3128 -1.6032
H 4.8626 0.3793 -2.4409
H 5.7999 -0.8362 -1.5663
H 4.0527 -1.0365 -1.7683
C 3.1816 0.9905 -0.2345
H 2.9296 1.4435 -1.1956
H 3.1187 1.7554 0.5467
H 4.2505 -1.8536 1.9902
H 4.5443 -2.3166 0.3029
H -2.1024 -3.6277 -1.2302
H -3.7604 -3.7484 -1.8420
H -3.2032 -4.8337 -0.5596
```

Kohn-Sham gap   8.3 eV
Total charge   0
Relative energy (zero: lowest compared OMol25 entry of this formula, charge and spin)   150.4 kJ/mol
HOMO level   -7.76 eV
SMILES   CC(C)Sc1nc(NCc2ccco2)c2c3c(sc2n1)COC(C)(C)C3
LUMO energy   0.0197 Ha


The highest total charge belongs to which entry? C4H8O8Tl